Here is C27H23AsFeN4O9S3 as an isolated structure in a non-equilibrium geometry from OMol25. Energies are from ωB97M-V/def2-TZVPD.

Structure (XYZ):
```
68
Properties=species:S:1:pos:R:3:forces:R:3:mulliken_charge:R:1
Fe -0.199048 -0.053904 0.231189 -0.159 0.380 -1.518 -0.061
O 0.438168 -5.617750 -3.601206 0.037 0.115 -0.063 -0.738
C 1.308181 -5.234250 -2.800755 -0.124 -0.275 0.195 0.327
O 2.382796 -5.746813 -2.445607 0.045 0.113 -0.055 -0.736
C 0.962801 -3.904647 -2.072459 0.041 0.012 -0.134 -0.767
C 1.821606 -3.387135 -1.114431 0.041 -0.039 0.015 -0.933
C 1.483768 -2.205920 -0.480761 -0.249 0.031 -0.182 0.532
N 0.354712 -1.573281 -0.801763 -0.254 -0.289 0.063 1.282
C -0.494541 -2.049170 -1.719951 0.232 -0.038 0.104 0.615
C -0.211027 -3.225857 -2.380762 0.031 -0.004 -0.012 -0.852
C -1.667475 -1.181651 -1.906735 0.001 0.068 -0.005 0.295
C -2.635510 -1.389223 -2.872849 0.035 0.027 0.052 -0.658
C -3.651311 -0.459802 -3.000397 0.005 -0.055 -0.040 -0.707
C -3.675095 0.638134 -2.159031 -0.035 0.140 0.081 -1.103
C -2.682823 0.775354 -1.204000 0.153 -0.185 -0.032 -0.376
N -1.703791 -0.117713 -1.085640 -0.365 0.035 -0.220 1.487
C 2.234627 -1.484815 0.554950 0.060 -0.011 -0.034 0.416
C 3.473218 -1.886010 1.016803 -0.043 0.083 0.021 -0.912
C 4.115104 -1.090323 1.952715 0.010 -0.060 -0.029 -0.548
C 3.502401 0.070631 2.378783 -0.022 0.062 0.023 -1.238
C 2.249381 0.399952 1.885834 0.041 0.032 -0.112 -0.266
N 1.625069 -0.364279 0.992926 0.106 -0.211 0.439 0.595
H 2.722033 -3.948932 -0.905382 0.015 0.037 0.027 0.707
H -0.848632 -3.668372 -3.134081 -0.035 0.041 0.006 0.701
H -2.566992 -2.247167 -3.525044 -0.010 -0.004 0.000 0.495
H -4.410813 -0.588269 -3.760557 -0.007 0.007 0.008 0.430
H -4.444442 1.393788 -2.233685 -0.009 -0.016 -0.015 0.471
H -2.627166 1.604046 -0.512902 -0.049 0.038 0.007 0.600
H 3.916326 -2.795892 0.640369 0.015 0.001 0.002 0.488
H 5.087806 -1.374403 2.332870 0.002 0.003 -0.002 0.431
H 3.975983 0.735439 3.086595 0.004 -0.011 0.005 0.464
H 1.750451 1.306855 2.174355 -0.016 0.010 0.018 0.516
O -0.639967 4.327634 1.367675 -0.088 -0.064 -0.191 -0.729
As 0.136382 3.071769 0.369695 -0.153 -0.285 -0.011 1.253
O 1.703815 3.076635 0.800768 0.162 0.239 0.076 -0.774
O -0.807641 1.715438 0.760691 -0.186 -0.280 0.337 0.010
C -0.385737 3.665079 -1.408208 0.110 0.157 0.144 0.180
C -1.081074 4.870135 -1.502283 -0.028 -0.005 0.043 -0.892
C -1.461401 5.370777 -2.737744 0.000 -0.020 0.011 -0.589
C -1.142246 4.674868 -3.894846 0.003 -0.017 0.023 -0.608
C -0.446621 3.480182 -3.810375 -0.071 0.036 -0.100 -0.860
C -0.070073 2.974997 -2.574041 0.041 -0.054 -0.019 0.094
S 0.826252 1.427705 -2.578625 -0.221 0.252 -0.299 1.488
O 0.039607 0.519151 -3.381530 0.065 0.005 0.010 -0.646
O 2.152503 1.716942 -3.043168 -0.028 -0.031 0.056 -0.745
O 0.798256 1.087850 -1.131425 0.363 -0.351 0.571 -0.696
H 0.058961 4.614214 1.968615 0.017 0.008 0.004 0.293
H -1.322298 5.408385 -0.595641 0.009 0.002 -0.020 0.519
H -2.004154 6.305844 -2.794840 -0.002 0.000 0.002 0.389
H -1.438052 5.060812 -4.862121 0.013 -0.005 -0.007 0.390
H -0.200200 2.924059 -4.705845 0.020 -0.030 0.025 0.467
O -0.233447 0.165338 2.982360 0.479 -0.159 0.334 -0.536
S -0.987706 1.106081 3.843872 -0.255 0.341 0.249 0.216
C -1.409828 0.142650 5.348054 -0.058 -0.032 -0.055 -0.568
C -2.927171 -0.019958 5.420514 0.059 0.028 0.043 -0.716
C -3.414104 -0.065067 3.974951 -0.003 -0.024 -0.014 -0.416
C -2.717062 1.095918 3.283933 -0.065 0.077 -0.023 0.192
H -0.966448 0.615040 6.223566 -0.001 0.005 -0.013 0.398
H -0.919827 -0.814000 5.153805 0.017 0.005 -0.001 0.215
H -3.374725 0.831973 5.941267 -0.012 -0.003 -0.015 0.300
H -3.187965 -0.921830 5.976102 -0.018 -0.005 -0.016 0.361
H -4.500131 0.018744 3.902929 0.007 -0.004 -0.005 0.437
H -3.115419 -1.007305 3.514169 0.017 -0.022 -0.020 0.034
H -3.143271 2.058545 3.581113 0.019 0.001 0.014 0.660
H -2.668744 1.055791 2.197106 0.013 -0.039 0.025 -0.637
S -1.072755 -3.293189 3.184483 -0.130 0.026 -0.084 -0.430
C -1.209491 -2.209155 1.994618 0.069 -0.022 0.062 0.315
N -1.321638 -1.404522 1.144451 0.340 0.231 0.248 -0.328
```
Positions in Å, forces in eV/Å.

Highest occupied orbital energy (alpha / beta): -5.8 / -5.8 eV
HOMO-LUMO gap (alpha / beta): 7.3 / 7.2 eV
Energy relative to the best compared isomer or geometry (same formula, charge and spin): 0.790 eV
Net charge: -1
Multiplicity: 2
Strongest force on any atom: 0.0306 hartree/bohr